An isolated molecule of C3H4N2 at a distorted geometry, computed with the ωB97M-V functional and the def2-TZVPD basis.

Calculated values
ΔE to the lowest compared entry with this formula, charge and spin	17.08	kcal/mol
HOMO	-8.83	eV
gap between HOMO and LUMO	9.7352	eV
strongest force on any atom	5.0	eV Å⁻¹
electronic energy	-226.19796	hartree

The geometry in ORCA input format:
```
! RIJCOSX wB97M-V def2-TZVPD def2/J DEFGRID3
* xyz 0 1
C 0.912 -0.641 -0.015
C 0.944 0.742 -0.054
C -1.113 -0.203 0.047
H 1.788 -1.358 -0.085
H 1.718 1.503 0.344
H -0.908 1.924 0.143
H -2.152 -0.109 -0.135
N -0.426 1.002 -0.055
N -0.275 -1.195 0.036
*
```

An isolated molecule of C3H4N2, computed with the ωB97M-V functional and the def2-TZVPD basis.

Calculated values
ΔE to the lowest compared entry with this formula, charge and spin	75.45	kcal/mol
HOMO	-8.70	eV
gap between HOMO and LUMO	9.6825	eV
strongest force on any atom	0.5	eV Å⁻¹
electronic energy	-226.10495	hartree

The geometry in ORCA input format:
```
! RIJCOSX wB97M-V def2-TZVPD def2/J DEFGRID3
* xyz 0 1
N -1.405 -0.295 -2.133
C -0.888 -0.170 -1.020
C -0.325 -0.032 0.130
C 0.722 0.639 0.872
N 0.473 -0.817 1.020
H -0.642 -0.512 -2.779
H 1.637 0.885 0.337
H 0.461 1.304 1.691
H -0.033 -1.003 1.883
*
```

An isolated molecule of C3H4N2, computed with the ωB97M-V functional and the def2-TZVPD basis.

Calculated values
ΔE to the lowest compared entry with this formula, charge and spin	49.04	kcal/mol
HOMO	-8.94	eV
gap between HOMO and LUMO	9.8505	eV
strongest force on any atom	0.5	eV Å⁻¹
electronic energy	-226.14703	hartree

The geometry in ORCA input format:
```
! RIJCOSX wB97M-V def2-TZVPD def2/J DEFGRID3
* xyz 0 1
N 0.332 -1.068 0.082
C -0.394 -0.710 -0.973
C -0.590 0.747 -0.658
N -0.015 1.071 0.661
C 0.509 -0.021 1.033
H 0.705 -1.999 0.202
H -0.006 1.211 -1.464
H -1.610 1.131 -0.759
H 1.041 -0.195 1.964
*
```

An isolated molecule of C3H4N2 at a distorted geometry, computed with the ωB97M-V functional and the def2-TZVPD basis.

Calculated values
ΔE to the lowest compared entry with this formula, charge and spin	15.33	kcal/mol
HOMO	-8.71	eV
gap between HOMO and LUMO	9.6262	eV
strongest force on any atom	3.6	eV Å⁻¹
electronic energy	-226.20075	hartree

The geometry in ORCA input format:
```
! RIJCOSX wB97M-V def2-TZVPD def2/J DEFGRID3
* xyz 0 1
C 0.529 0.500 1.066
C -0.259 -0.642 0.738
N -0.386 -0.669 -0.641
C 0.150 0.567 -1.093
N 0.791 1.153 -0.120
H 0.716 1.142 1.941
H -0.617 -1.390 1.353
H -1.024 -1.355 -1.095
H 0.102 0.693 -2.150
*
```

An isolated molecule of C3H4N2 at a distorted geometry, computed with the ωB97M-V functional and the def2-TZVPD basis.

Calculated values
ΔE to the lowest compared entry with this formula, charge and spin	16.86	kcal/mol
HOMO	-9.45	eV
gap between HOMO and LUMO	10.5183	eV
strongest force on any atom	1.3	eV Å⁻¹
electronic energy	-226.19832	hartree

The geometry in ORCA input format:
```
! RIJCOSX wB97M-V def2-TZVPD def2/J DEFGRID3
* xyz 0 1
N 1.009 0.222 0.569
C -0.238 -0.111 0.945
C -0.975 -0.165 -0.202
C -0.076 0.139 -1.243
N 1.133 0.388 -0.756
H 1.813 0.334 1.158
H -0.531 -0.261 1.974
H -1.869 -0.752 -0.101
H -0.248 0.205 -2.311
*
```

An isolated molecule of C3H4N2 at a distorted geometry, computed with the ωB97M-V functional and the def2-TZVPD basis.

Calculated values
ΔE to the lowest compared entry with this formula, charge and spin	5.28	kcal/mol
HOMO	-9.01	eV
gap between HOMO and LUMO	9.9638	eV
strongest force on any atom	1.6	eV Å⁻¹
electronic energy	-226.21677	hartree

The geometry in ORCA input format:
```
! RIJCOSX wB97M-V def2-TZVPD def2/J DEFGRID3
* xyz 0 1
C 0.704 -0.769 -0.479
C -0.628 -0.633 -0.719
N -1.051 0.360 0.147
C 0.080 0.874 0.718
N 1.137 0.163 0.432
H 1.338 -1.442 -1.038
H -1.362 -1.200 -1.269
H -1.923 0.833 -0.027
H -0.007 1.501 1.592
*
```

An isolated molecule of C3H4N2O, computed with the ωB97M-V functional and the def2-TZVPD basis.

Calculated values
ΔE to the lowest compared entry with this formula, charge and spin	113.37	kcal/mol
HOMO (alpha / beta)	-8.61 / -8.61	eV
gap between HOMO and LUMO (alpha / beta)	7.8126 / 7.8140	eV
strongest force on any atom	0.5	eV Å⁻¹
electronic energy	-301.30656	hartree

The geometry in ORCA input format:
```
! RIJCOSX wB97M-V def2-TZVPD def2/J DEFGRID3
* xyz 0 1
O 1.689 0.620 -0.931
C 0.618 -0.347 0.987
C -0.589 -0.927 0.765
N -1.254 -0.263 -0.308
N -0.649 0.680 -0.858
C 0.616 0.742 -0.043
H 2.302 0.041 -0.455
H -1.078 -1.808 1.165
H -2.173 -0.516 -0.677
H 0.566 1.751 0.408
*
```

An isolated molecule of C3H4N2O at a distorted geometry, computed with the ωB97M-V functional and the def2-TZVPD basis.

Calculated values
ΔE to the lowest compared entry with this formula, charge and spin	69.11	kcal/mol
HOMO	-9.20	eV
gap between HOMO and LUMO	9.9024	eV
strongest force on any atom	1.6	eV Å⁻¹
electronic energy	-301.37710	hartree

The geometry in ORCA input format:
```
! RIJCOSX wB97M-V def2-TZVPD def2/J DEFGRID3
* xyz 0 1
C -0.067 0.868 -0.091
C 1.225 0.402 -0.019
C 1.073 -0.986 -0.022
H -2.474 0.543 0.197
H -0.449 1.857 0.061
H 2.081 1.036 -0.037
H 1.824 -1.741 0.092
N -0.832 -0.239 -0.100
N -0.183 -1.382 -0.058
O -2.199 -0.359 -0.024
*
```

An isolated molecule of C3H4N2O, computed with the ωB97M-V functional and the def2-TZVPD basis.

Calculated values
ΔE to the lowest compared entry with this formula, charge and spin	44.27	kcal/mol
HOMO	-8.95	eV
gap between HOMO and LUMO	9.9399	eV
strongest force on any atom	0.5	eV Å⁻¹
electronic energy	-301.41668	hartree

The geometry in ORCA input format:
```
! RIJCOSX wB97M-V def2-TZVPD def2/J DEFGRID3
* xyz 0 1
N 0.855 -1.555 0.300
C 0.371 -0.358 -0.141
N 0.454 0.017 -1.398
O -0.348 1.154 -1.488
C -0.842 1.434 -0.279
C -0.398 0.554 0.641
H 1.041 -1.706 1.274
H 1.028 -2.291 -0.359
H -1.557 2.242 -0.214
H -0.622 0.480 1.693
*
```

An isolated molecule of C3H4N2O at a distorted geometry, computed with the ωB97M-V functional and the def2-TZVPD basis.

Calculated values
ΔE to the lowest compared entry with this formula, charge and spin	33.38	kcal/mol
HOMO	-9.65	eV
gap between HOMO and LUMO	10.2400	eV
strongest force on any atom	2.8	eV Å⁻¹
electronic energy	-301.43404	hartree

The geometry in ORCA input format:
```
! RIJCOSX wB97M-V def2-TZVPD def2/J DEFGRID3
* xyz 0 1
O 2.333 0.041 0.149
C 1.142 0.205 0.311
C 0.234 -0.917 -0.127
N -0.999 -0.168 -0.345
C -0.785 1.089 0.139
N 0.418 1.379 0.532
H 1.083 -1.142 -0.840
H 0.094 -1.773 0.536
H -1.928 -0.535 -0.505
H -1.593 1.822 0.152
*
```

An isolated molecule of C3H4N2O at a distorted geometry, computed with the ωB97M-V functional and the def2-TZVPD basis.

Calculated values
ΔE to the lowest compared entry with this formula, charge and spin	74.84	kcal/mol
HOMO	-8.48	eV
gap between HOMO and LUMO	9.2199	eV
strongest force on any atom	7.3	eV Å⁻¹
electronic energy	-301.36797	hartree

The geometry in ORCA input format:
```
! RIJCOSX wB97M-V def2-TZVPD def2/J DEFGRID3
* xyz 0 1
C -0.922 -0.257 -0.054
C 1.291 0.459 0.006
C 1.170 -0.948 -0.127
H -2.620 0.458 0.473
H -0.450 1.654 -0.172
H 2.140 1.290 -0.136
H 1.870 -1.676 -0.110
N -2.182 -0.381 -0.163
N -0.197 0.812 0.117
O -0.099 -1.410 0.165
*
```

An isolated molecule of C3H4N2O, computed with the ωB97M-V functional and the def2-TZVPD basis.

Calculated values
ΔE to the lowest compared entry with this formula, charge and spin	75.04	kcal/mol
HOMO	-8.96	eV
gap between HOMO and LUMO	9.4806	eV
strongest force on any atom	0.5	eV Å⁻¹
electronic energy	-301.36765	hartree

The geometry in ORCA input format:
```
! RIJCOSX wB97M-V def2-TZVPD def2/J DEFGRID3
* xyz 0 1
N 1.624 -0.049 -0.164
C 0.534 0.475 -0.644
C -0.364 1.133 0.284
N -1.342 0.380 0.637
C -1.381 -0.838 -0.080
O -1.055 -1.921 0.343
H 2.106 -0.763 -0.693
H 1.992 0.106 0.770
H -0.288 2.167 0.632
H -1.825 -0.689 -1.085
*
```

An isolated molecule of C3H4N2O at a distorted geometry, computed with the ωB97M-V functional and the def2-TZVPD basis.

Calculated values
ΔE to the lowest compared entry with this formula, charge and spin	23.77	kcal/mol
HOMO	-10.58	eV
gap between HOMO and LUMO	11.1317	eV
strongest force on any atom	2.0	eV Å⁻¹
electronic energy	-301.44936	hartree

The geometry in ORCA input format:
```
! RIJCOSX wB97M-V def2-TZVPD def2/J DEFGRID3
* xyz 0 1
O -1.463 1.398 -0.079
C -1.543 0.202 -0.222
N -0.515 -0.571 0.137
C 0.709 -0.014 0.603
C 1.626 0.202 -0.610
N 2.490 0.246 -1.371
H -2.377 -0.332 -0.693
H -0.587 -1.527 -0.125
H 0.546 1.011 0.929
H 1.115 -0.614 1.431
*
```

An isolated molecule of C3H4N2O, computed with the ωB97M-V functional and the def2-TZVPD basis.

Calculated values
ΔE to the lowest compared entry with this formula, charge and spin	83.32	kcal/mol
HOMO	-9.03	eV
gap between HOMO and LUMO	9.4100	eV
strongest force on any atom	0.5	eV Å⁻¹
electronic energy	-301.35445	hartree

The geometry in ORCA input format:
```
! RIJCOSX wB97M-V def2-TZVPD def2/J DEFGRID3
* xyz 0 1
O -0.791 -1.595 0.721
C 1.241 -0.455 -0.274
C -0.072 -0.413 0.509
C -0.874 0.660 -0.184
N -0.187 1.283 -1.057
N 1.071 0.583 -1.053
H -0.492 -1.999 1.544
H 0.255 0.046 1.464
H -1.896 0.943 0.042
H 1.744 0.948 -1.714
*
```

An isolated molecule of C3H4N2O at a distorted geometry, computed with the ωB97M-V functional and the def2-TZVPD basis.

Calculated values
ΔE to the lowest compared entry with this formula, charge and spin	27.17	kcal/mol
HOMO	-8.44	eV
gap between HOMO and LUMO	9.2592	eV
strongest force on any atom	4.5	eV Å⁻¹
electronic energy	-301.44393	hartree

The geometry in ORCA input format:
```
! RIJCOSX wB97M-V def2-TZVPD def2/J DEFGRID3
* xyz 0 1
O 0.796 2.244 -0.598
C 0.345 1.135 -0.448
N -0.885 0.614 -0.345
C -0.922 -0.682 0.208
C 0.350 -1.086 0.497
N 1.259 -0.120 0.149
H -1.624 0.972 -0.942
H -1.814 -1.283 0.071
H 0.662 -2.127 0.557
H 1.833 0.332 0.852
*
```

An isolated molecule of C3H4N2O, computed with the ωB97M-V functional and the def2-TZVPD basis.

Calculated values
ΔE to the lowest compared entry with this formula, charge and spin	19.03	kcal/mol
HOMO	-10.63	eV
gap between HOMO and LUMO	11.2777	eV
strongest force on any atom	0.7	eV Å⁻¹
electronic energy	-301.45691	hartree

The geometry in ORCA input format:
```
! RIJCOSX wB97M-V def2-TZVPD def2/J DEFGRID3
* xyz 0 1
O -1.290 1.407 -0.473
C -1.437 0.214 -0.356
N -0.529 -0.620 0.260
C 0.726 -0.038 0.695
C 1.587 0.230 -0.473
N 2.086 0.459 -1.486
H -2.351 -0.326 -0.661
H -0.495 -1.564 -0.102
H 0.504 0.927 1.160
H 1.198 -0.690 1.436
*
```

An isolated molecule of C3H4N2O at a distorted geometry, computed with the ωB97M-V functional and the def2-TZVPD basis.

Calculated values
ΔE to the lowest compared entry with this formula, charge and spin	37.07	kcal/mol
HOMO	-11.07	eV
gap between HOMO and LUMO	11.8412	eV
strongest force on any atom	1.1	eV Å⁻¹
electronic energy	-301.42815	hartree

The geometry in ORCA input format:
```
! RIJCOSX wB97M-V def2-TZVPD def2/J DEFGRID3
* xyz 0 1
N 1.847 0.509 -0.119
C 1.213 -0.528 0.211
O -0.058 -0.768 -0.156
C -0.900 0.344 -0.398
C -2.210 -0.056 0.138
N -3.200 -0.427 0.602
H 2.780 0.472 0.283
H 1.558 -1.356 0.833
H -0.976 0.587 -1.461
H -0.522 1.226 0.123
*
```

An isolated molecule of C3H4N2O at a distorted geometry, computed with the ωB97M-V functional and the def2-TZVPD basis.

Calculated values
ΔE to the lowest compared entry with this formula, charge and spin	146.58	kcal/mol
HOMO	-9.30	eV
gap between HOMO and LUMO	10.4211	eV
strongest force on any atom	5.4	eV Å⁻¹
electronic energy	-301.25365	hartree

The geometry in ORCA input format:
```
! RIJCOSX wB97M-V def2-TZVPD def2/J DEFGRID3
* xyz 0 1
C -0.798 -0.430 0.164
C 0.911 -0.314 -1.502
C -0.243 0.265 1.486
N 0.056 -0.898 -0.832
N -1.043 1.003 0.609
O 0.382 1.265 0.914
H -1.689 -0.880 0.171
H 1.661 -0.834 -2.144
H 0.887 0.834 -1.328
H -0.124 -0.009 2.462
*
```

An isolated molecule of C3H4N2O, computed with the ωB97M-V functional and the def2-TZVPD basis.

Calculated values
ΔE to the lowest compared entry with this formula, charge and spin	51.85	kcal/mol
HOMO	-8.62	eV
gap between HOMO and LUMO	8.7956	eV
strongest force on any atom	0.9	eV Å⁻¹
electronic energy	-301.40461	hartree

The geometry in ORCA input format:
```
! RIJCOSX wB97M-V def2-TZVPD def2/J DEFGRID3
* xyz 0 1
O 2.404 -0.314 0.087
C 1.196 -0.337 0.199
N 0.388 -1.435 0.433
N -0.853 -0.967 0.220
C -1.034 0.271 -0.150
C 0.319 0.874 -0.175
H 0.803 1.063 -1.134
H -1.603 -1.638 0.358
H -2.028 0.689 -0.250
H 0.409 1.793 0.413
*
```

An isolated molecule of C3H4N2O, computed with the ωB97M-V functional and the def2-TZVPD basis.

Calculated values
ΔE to the lowest compared entry with this formula, charge and spin	26.90	kcal/mol
HOMO	-8.85	eV
gap between HOMO and LUMO	9.4893	eV
strongest force on any atom	0.3	eV Å⁻¹
electronic energy	-301.44436	hartree

The geometry in ORCA input format:
```
! RIJCOSX wB97M-V def2-TZVPD def2/J DEFGRID3
* xyz 0 1
O 2.035 0.257 -0.098
C 0.692 0.114 -0.086
C -0.146 -0.895 0.325
C -1.436 -0.328 0.182
N -1.404 0.887 -0.328
N -0.084 1.151 -0.475
H 2.409 -0.417 0.484
H 0.120 -1.902 0.609
H -2.383 -0.761 0.478
H 0.198 1.895 -1.091
*
```